Molecular formula: C47H42GeIrN2O4S
Method: DFT, wB97M-V/def2-TZVPD

```
98
Properties=species:S:1:pos:R:3:forces:R:3:lowdin_spin:R:1
Ir 0.499454 0.240764 -0.992095 0.1 0.3 0.2 2.068
O 2.389931 -0.479427 0.001759 -0.2 -0.4 -0.2 0.266
C 2.458020 -1.480414 0.778194 0.0 0.0 0.1 0.087
C 3.688525 -2.202021 0.884687 0.0 0.0 0.0 0.022
C 3.819491 -3.229235 1.761925 0.0 0.0 0.0 0.037
C 2.745738 -3.634237 2.608428 0.0 0.0 0.0 0.053
C 1.561515 -2.982424 2.536466 0.0 0.0 0.0 -0.007
C 1.355621 -1.900560 1.619412 -0.1 0.0 0.0 0.088
C 0.103075 -1.300221 1.640985 0.0 0.1 0.0 0.007
N -0.380006 -0.345920 0.831403 0.0 0.0 0.1 0.183
N -1.588485 0.063961 1.163477 0.0 0.0 0.1 0.280
C -2.186801 0.835071 0.202728 0.1 0.0 0.0 0.070
O -1.709966 0.953996 -0.941557 0.0 0.0 -0.1 0.233
C -3.443983 1.497758 0.586555 0.0 -0.1 0.0 0.008
C -3.962935 1.370654 1.875035 0.0 0.0 0.0 0.011
C -5.145466 2.009554 2.204576 0.0 0.0 0.0 -0.001
C -5.812750 2.770742 1.252243 0.0 0.0 0.0 0.011
C -5.297001 2.897315 -0.030717 0.0 0.0 0.0 0.000
C -4.111841 2.264523 -0.364152 0.0 0.0 0.0 0.008
H 4.505206 -1.878847 0.252911 0.0 0.0 0.0 0.000
H 4.765009 -3.753513 1.829987 0.0 0.0 0.0 0.002
H 2.888416 -4.450034 3.302524 0.0 0.0 0.0 0.003
H 0.734517 -3.268860 3.174802 0.0 0.0 0.0 -0.002
H -0.612629 -1.633754 2.386614 0.0 0.0 0.0 -0.001
H -3.438912 0.767924 2.603325 0.0 0.0 0.0 0.000
H -5.550508 1.914403 3.203277 0.0 0.0 0.0 0.000
H -6.739818 3.265548 1.511535 0.0 0.0 0.0 0.001
H -5.818084 3.493780 -0.767967 0.0 0.0 0.0 0.000
H -3.692826 2.356353 -1.356502 0.0 0.0 0.0 0.001
C 0.571338 1.874618 -3.561038 0.0 0.0 0.0 0.038
O 0.971218 0.817997 -2.707395 0.1 0.0 0.1 0.379
H 1.180632 2.755989 -3.349420 0.0 0.0 0.0 0.008
H -0.484826 2.105903 -3.408594 0.0 0.0 0.0 0.007
H 0.736082 1.564719 -4.592867 0.0 0.0 0.0 0.002
O -0.213417 -1.781227 -1.499532 0.1 -0.1 0.0 0.065
S -1.071393 -1.945953 -2.756234 0.0 0.0 0.0 0.008
C 0.059613 -2.711314 -3.958049 0.0 0.0 0.0 0.003
C 0.843294 -3.850651 -3.386063 0.0 0.0 0.0 0.000
C 0.473015 -5.165727 -3.652337 0.0 0.0 0.0 0.000
C 1.176558 -6.221114 -3.090596 0.0 0.0 0.0 0.000
C 2.252895 -5.966829 -2.253661 0.0 0.0 0.0 0.000
C 2.630372 -4.657450 -1.987807 0.0 0.0 0.0 0.000
C 1.931925 -3.602424 -2.552882 0.0 0.0 0.0 0.000
C -2.113215 -3.355665 -2.333268 0.0 0.0 0.0 0.003
C -2.907348 -3.027831 -1.102262 0.0 0.0 0.0 0.000
C -4.033687 -2.214217 -1.180243 0.0 0.0 0.0 0.000
C -4.762563 -1.920639 -0.038011 0.0 0.0 0.0 0.001
C -4.371284 -2.443322 1.187054 0.0 0.1 0.0 0.001
C -3.241433 -3.242833 1.270867 0.0 0.0 0.0 0.000
C -2.505301 -3.528717 0.130532 0.0 0.0 0.0 0.000
H 0.694318 -1.881683 -4.272120 0.0 0.0 0.0 0.000
H -0.566551 -3.004666 -4.803860 0.0 0.0 0.0 0.001
H -0.362201 -5.366998 -4.314087 0.0 0.0 0.0 0.000
H 0.886928 -7.239933 -3.310945 0.0 0.0 0.0 0.000
H 2.805097 -6.789169 -1.818148 0.0 0.0 0.0 0.000
H 3.473319 -4.455225 -1.340023 0.0 0.0 0.0 0.000
H 2.231356 -2.581613 -2.347112 0.0 0.0 0.0 0.000
H -1.457263 -4.212610 -2.182296 0.0 0.0 0.0 0.000
H -2.750474 -3.525168 -3.204665 0.0 0.0 0.0 0.001
H -4.349971 -1.817240 -2.138494 0.0 0.0 0.0 0.000
H -5.636703 -1.285322 -0.104363 0.0 0.0 0.0 0.000
H -4.946790 -2.222789 2.076241 0.0 0.0 0.0 0.000
H -2.937895 -3.653573 2.225310 0.0 0.0 0.0 0.000
H -1.621923 -4.154065 0.191772 0.0 0.0 0.0 0.000
C 4.991195 4.280971 -1.485452 0.0 0.0 0.0 0.000
C 4.280236 4.870607 -0.449340 0.0 0.0 0.0 0.001
C 3.184942 4.217571 0.095978 0.0 0.0 0.0 0.003
C 2.790496 2.966296 -0.382327 -0.1 0.1 0.0 0.016
C 3.514604 2.381850 -1.416542 0.0 -0.1 0.0 0.000
C 4.609212 3.037104 -1.965833 0.0 0.0 0.0 0.000
Ge 1.232439 2.187906 0.488134 -0.1 -0.1 -0.1 0.024
C -0.227335 3.475595 0.561417 0.0 0.0 0.1 0.003
C -0.711371 4.031836 -0.623451 0.1 0.0 -0.1 0.002
C -1.707181 4.993599 -0.604844 0.0 0.0 0.0 0.001
C -2.247840 5.407441 0.607181 0.0 0.0 0.0 0.002
C -1.778392 4.865831 1.792707 0.0 0.0 0.0 0.000
C -0.770221 3.909240 1.769595 0.0 0.0 0.1 0.002
C 1.744340 1.551812 2.260070 0.0 0.0 0.0 -0.002
C 3.093081 1.277816 2.487024 0.0 0.0 0.0 0.000
C 3.523066 0.767731 3.704523 0.0 0.0 0.0 0.001
C 2.608668 0.537056 4.722190 0.0 0.0 0.0 0.001
C 1.265666 0.822527 4.518986 0.0 0.0 0.0 -0.001
C 0.838015 1.321694 3.297001 -0.1 0.0 0.0 0.000
H 5.843728 4.790049 -1.915848 0.0 0.0 0.0 0.000
H 4.576123 5.839016 -0.067410 0.0 0.0 0.0 0.000
H 2.635004 4.694101 0.901640 0.0 0.0 0.0 0.000
H 3.241832 1.402290 -1.788704 0.0 0.0 0.0 0.000
H 5.167418 2.572446 -2.768669 0.0 0.0 0.0 0.000
H -0.291839 3.724101 -1.576217 0.0 0.0 0.0 0.001
H -2.061301 5.424454 -1.533056 0.0 0.0 0.0 0.000
H -3.029810 6.155719 0.624781 0.0 0.0 0.0 0.000
H -2.188088 5.192881 2.739814 0.0 0.0 0.0 0.000
H -0.395686 3.520301 2.709190 0.0 0.1 -0.1 0.000
H 3.817341 1.448474 1.698102 0.0 0.0 0.0 0.000
H 4.573431 0.555891 3.858698 0.0 0.0 0.0 0.000
H 2.942683 0.145738 5.674577 0.0 0.0 0.0 0.000
H 0.548596 0.654628 5.313133 0.0 0.0 0.0 0.000
H -0.219279 1.519292 3.157692 0.0 -0.1 0.0 0.001
```
Positions in Å, forces in eV/Å.

Properties
⟨S²⟩: 6.06
spin multiplicity: 5
frontier orbital gap (spin up / spin down): 7.48 / 5.91 eV
net charge: +1
energy relative to the best compared isomer or geometry (same formula, charge and spin): 0.000 eV